Record 1
Entry from the Open Molecules 2025 dataset: a cluster of 2 separate species, C20H28F17N2O4PS2 in total (wB97M-V/def2-TZVPD).

Summary:
* HOMO: -7.86 eV
* charge: 0
* E_LUMO: -0.66 eV
* DFT total energy: -4024.24817 hartree
* Kohn-Sham gap: 7.21 eV

Bonds (Å) are listed after each position.
Cartesian coordinates (Å):
1 C -1.35912 1.26418 2.84150  P2 1.912, H38 1.191, H39 1.192, H40 1.176
2 P -0.10456 -0.05119 2.24840  C1 1.912, C3 1.932, S4 2.186
3 C 1.63766 0.78360 2.26058  P2 1.932, H41 1.194, H42 1.174, H43 1.186
4 S -0.51677 -0.65463 0.18848  P2 2.186, O5 1.568, O6 1.561, N7 1.748
5 O -1.60998 0.30820 -0.39228  S4 1.568
6 O -0.98976 -2.13947 0.27159  S4 1.561
7 N 1.00531 -0.50054 -0.65786  S4 1.748, S8 1.746
8 S 0.96485 -1.25593 -2.23160  N7 1.746, O9 1.574, O10 1.548, C11 1.911
9 O -0.22230 -0.61581 -3.04271  S8 1.574
10 O 0.80198 -2.79492 -2.21913  S8 1.548
11 C 2.54977 -0.68087 -3.13161  S8 1.911, C12 1.662, H44 1.186, H45 1.180
12 C 3.86060 -1.62233 -2.73479  C11 1.662, C13 1.638, H46 1.194, H47 1.170
13 C 5.28928 -0.82131 -2.75492  C12 1.638, F14 1.512, F15 1.502, C16 1.637
14 F 6.20492 -1.64267 -3.63399  C13 1.512
15 F 5.14264 0.48346 -3.48348  C13 1.502
16 C 6.05216 -0.70286 -1.31184  C13 1.637, F17 1.512, F18 1.511, C19 1.644
17 F 5.87549 -2.01445 -0.58160  C16 1.512
18 F 7.54575 -0.60140 -1.51927  C16 1.511
19 C 5.45838 0.44574 -0.29612  C16 1.644, F20 1.512, F21 1.481, C22 1.648
20 F 5.67046 -0.11323 1.09272  C19 1.512
21 F 3.99186 0.57191 -0.45736  C19 1.481
22 C 6.27995 1.87413 -0.32165  C19 1.648, F23 1.512, F24 1.495, C25 1.638
23 F 7.56071 1.60639 0.43548  C22 1.512
24 F 6.72411 2.20836 -1.71000  C22 1.495
25 C 5.54731 3.10582 0.47250  C22 1.638, F26 1.512, F27 1.513, C28 1.631
26 F 6.64287 3.82304 1.22766  C25 1.512
27 F 4.64298 2.59093 1.57059  C25 1.513
28 C 4.61364 4.08700 -0.43539  C25 1.631, F29 1.511, F30 1.491, C31 1.628
29 F 3.90346 5.00621 0.53152  C28 1.511
30 F 3.52454 3.38325 -1.17194  C28 1.491
31 C 5.37484 5.05279 -1.50250  C28 1.628, F32 1.511, F33 1.477, C34 1.673
32 F 5.11134 4.46050 -2.86790  C31 1.511
33 F 6.84418 5.13894 -1.37816  C31 1.477
34 C 4.73620 6.59565 -1.59762  C31 1.673, F35 1.481, F36 1.511, F37 1.494
35 F 5.15374 7.47113 -0.47878  C34 1.481
36 F 5.35763 7.17825 -2.84572  C34 1.511
37 F 3.26615 6.59292 -1.86160  C34 1.494
38 H -2.11998 0.69985 3.56311  C1 1.191
39 H -1.94462 1.70652 1.90276  C1 1.192
40 H -0.86356 2.13146 3.46184  C1 1.176
41 H 1.82120 1.44746 3.23550  C3 1.194
42 H 1.82557 1.49700 1.34789  C3 1.174
43 H 2.51629 -0.01362 2.25712  C3 1.186
44 H 2.40248 -0.69698 -4.30821  C11 1.186
45 H 2.67537 0.44832 -2.81410  C11 1.180
46 H 3.90112 -2.45767 -3.58684  C12 1.194
47 H 3.58866 -2.14070 -1.72209  C12 1.170
48 C -8.05393 -3.92375 1.41726  C49 1.523, H57 1.092, H58 1.094, H59 1.096
49 C -6.64363 -4.04587 0.85644  C48 1.523, C50 1.526, H60 1.095, H61 1.097
50 C -5.57833 -3.37088 1.71495  C49 1.526, N51 1.559, H62 1.096, H63 1.098
51 N -5.43336 -1.82586 1.56927  C50 1.559, C52 1.526, C53 1.544, C56 1.542
52 C -5.69284 -1.18212 2.92785  N51 1.526, H64 1.094, H65 1.094, H66 1.095
53 C -3.99963 -1.48569 1.10968  N51 1.544, C54 1.513, H67 1.098, H68 1.094
54 C -4.07487 -1.65081 -0.39229  C53 1.513, C55 1.515, H69 1.095, H70 1.094
55 C -5.40825 -1.02893 -0.75424  C54 1.515, C56 1.523, H71 1.095, H72 1.097
56 C -6.28577 -1.13458 0.48646  N51 1.542, C55 1.523, H73 1.088, H74 1.098
57 H -8.32390 -2.89508 1.66676  C48 1.092
58 H -8.77843 -4.29957 0.68813  C48 1.094
59 H -8.15634 -4.52299 2.32864  C48 1.096
60 H -6.60102 -3.70094 -0.18173  C49 1.095
61 H -6.40915 -5.11671 0.81401  C49 1.097
62 H -4.60494 -3.81053 1.46836  C50 1.096
63 H -5.75379 -3.58901 2.77622  C50 1.098
64 H -4.98144 -1.59921 3.64669  C52 1.094
65 H -6.72333 -1.40670 3.21670  C52 1.094
66 H -5.54530 -0.10078 2.84361  C52 1.095
67 H -3.79776 -0.44154 1.38294  C53 1.098
68 H -3.28001 -2.14281 1.60679  C53 1.094
69 H -4.06655 -2.71015 -0.66828  C54 1.095
70 H -3.23936 -1.16642 -0.90635  C54 1.094
71 H -5.86410 -1.52686 -1.61649  C55 1.095
72 H -5.28023 0.02626 -1.02376  C55 1.097
73 H -7.22217 -1.66230 0.31684  C56 1.088
74 H -6.53637 -0.12861 0.84734  C56 1.098

Record 2
Entry from the Open Molecules 2025 dataset: an isolated molecule of C20H28FN3O2 (wB97M-V/def2-TZVPD).

Summary:
* HOMO: -7.84 eV
* charge: 0
* E_LUMO: 0.41 eV
* structure (SMILES): CC(C)CCN1C[C@H](C(=O)N2CCN(c3ccc(F)cc3)CC2)CC1=O
* DFT total energy: -1193.55774 hartree
* Kohn-Sham gap: 8.25 eV

Bonds (Å) are listed after each position.
Cartesian coordinates (Å):
1 C 6.15066 -2.02743 -1.13733  C2 1.527, H27 1.088, H28 1.087, H29 1.087
2 C 5.83764 -1.59715 0.29413  C1 1.527, C3 1.528, C4 1.534, H30 1.097
3 C 6.98513 -0.76750 0.86707  C2 1.528, H31 1.088, H32 1.088, H33 1.087
4 C 4.49408 -0.86307 0.39409  C2 1.534, C5 1.531, H34 1.092, H35 1.092
5 C 4.45424 0.48655 -0.32846  C4 1.531, N6 1.442, H36 1.094, H37 1.092
6 N 3.11144 1.00461 -0.41200  C5 1.442, C7 1.442, C25 1.343
7 C 2.41686 1.52503 0.73895  N6 1.442, C8 1.537, H38 1.098, H39 1.093
8 C 0.94475 1.60030 0.30490  C7 1.537, C9 1.530, C24 1.534, H40 1.092
9 C 0.18146 0.38604 0.83721  C8 1.530, O10 1.216, N11 1.353
10 O 0.74225 -0.53541 1.39901  C9 1.216
11 N -1.15828 0.37653 0.64637  C9 1.353, C12 1.447, C23 1.453
12 C -1.95476 1.41057 0.02266  N11 1.447, C13 1.529, H41 1.098, H42 1.092
13 C -3.40302 1.32037 0.50402  C12 1.529, N14 1.443, H43 1.101, H44 1.093
14 N -3.97138 0.05320 0.11398  C13 1.443, C15 1.374, C22 1.447
15 C -5.32486 -0.11786 -0.05235  N14 1.374, C16 1.401, C21 1.402
16 C -6.24382 0.83176 0.41289  C15 1.401, C17 1.381, H45 1.078
17 C -7.60118 0.66199 0.22467  C16 1.381, C18 1.381, H46 1.079
18 C -8.05873 -0.46861 -0.42400  C17 1.381, F19 1.354, C20 1.382
19 F -9.39028 -0.63951 -0.60370  C18 1.354
20 C -7.18125 -1.42760 -0.89351  C18 1.382, C21 1.380, H47 1.078
21 C -5.82490 -1.24842 -0.71306  C15 1.402, C20 1.380, H48 1.078
22 C -3.05112 -1.06306 0.08778  N14 1.447, C23 1.523, H49 1.093, H50 1.100
23 C -1.89815 -0.80693 1.04985  N11 1.453, C22 1.523, H51 1.092, H52 1.096
24 C 1.00956 1.56666 -1.22707  C8 1.534, C25 1.527, H53 1.091, H54 1.088
25 C 2.38748 0.98992 -1.54332  N6 1.343, C24 1.527, O26 1.211
26 O 2.76563 0.60974 -2.62950  C25 1.211
27 H 7.02922 -2.66881 -1.15191  C1 1.088
28 H 6.35180 -1.16763 -1.77093  C1 1.087
29 H 5.31574 -2.57882 -1.56241  C1 1.087
30 H 5.74108 -2.50454 0.90259  C2 1.097
31 H 6.74812 -0.42347 1.87153  C3 1.088
32 H 7.89185 -1.36627 0.91698  C3 1.088
33 H 7.18753 0.09766 0.24064  C3 1.087
34 H 3.71293 -1.49619 -0.03147  C4 1.092
35 H 4.25500 -0.71295 1.44914  C4 1.092
36 H 5.08303 1.22122 0.18379  C5 1.094
37 H 4.79448 0.37193 -1.35951  C5 1.092
38 H 2.81132 2.51379 1.00686  C7 1.098
39 H 2.52822 0.85025 1.59180  C7 1.093
40 H 0.47828 2.51292 0.68059  C8 1.092
41 H -1.94245 1.30663 -1.06996  C12 1.098
42 H -1.56036 2.39698 0.27408  C12 1.092
43 H -3.43441 1.46873 1.59460  C13 1.101
44 H -3.97054 2.12666 0.03175  C13 1.093
45 H -5.90443 1.70637 0.94347  C16 1.078
46 H -8.30494 1.39486 0.58649  C17 1.079
47 H -7.56091 -2.29891 -1.40326  C20 1.078
48 H -5.14884 -1.98876 -1.10850  C21 1.078
49 H -3.57013 -1.97201 0.40198  C22 1.093
50 H -2.65286 -1.22477 -0.92472  C22 1.100
51 H -1.20122 -1.64793 1.05335  C23 1.092
52 H -2.28305 -0.68272 2.06902  C23 1.096
53 H 0.93996 2.56442 -1.66369  C24 1.091
54 H 0.24614 0.94071 -1.68555  C24 1.088